The following is a quantum chemistry calculation of C26H17F2N3O2PdSSe3Te as an isolated structure, from the OMol25 dataset.

The geometry in XYZ format:
```
56
Properties=species:S:1:pos:R:3
Pd -0.5496 -0.2575 -0.2853
Se -0.6046 1.0367 -2.2260
Se -0.8652 0.1993 -4.2335
Te 0.7945 -2.8876 -3.5413
Se 0.3853 -2.3115 -1.2413
F -5.6129 0.8281 0.4231
C -4.3731 1.2873 0.6706
C -3.2906 0.6190 0.1269
C -2.0023 1.0725 0.3743
C -1.7877 2.2807 1.0725
C -2.9190 2.8854 1.6363
F -2.8153 3.9978 2.3950
C -4.2032 2.4077 1.4570
C -0.4666 2.9233 0.9782
C -0.1655 4.2082 1.4423
C 1.0127 4.8086 1.0339
C 1.8737 4.1260 0.1911
C 1.5347 2.8295 -0.1513
N 0.4181 2.2457 0.2355
H -3.4848 -0.2492 -0.4990
H -5.0433 2.9127 1.9037
H -0.8452 4.7452 2.0811
H 1.2387 5.8173 1.3474
H 2.7725 4.5756 -0.1987
H 2.1605 2.2517 -0.8158
O -1.6158 -3.8379 1.3967
S -1.8948 -2.4571 1.1408
O -2.3920 -2.1461 -0.1815
N -0.5874 -1.4872 1.3675
C 0.4944 -1.9206 2.0700
C 0.4325 -2.8864 3.0715
C 1.5610 -3.2395 3.8094
C 2.7799 -2.6552 3.5780
C 2.9171 -1.7196 2.5351
C 4.1551 -1.1414 2.1793
C 4.2261 -0.3218 1.0839
C 3.0600 -0.0854 0.3451
N 1.8809 -0.5474 0.6867
C 1.7794 -1.3547 1.7645
C -3.0691 -1.8370 2.3459
C -4.4076 -1.7409 2.0171
C -5.2939 -1.1969 2.9338
C -4.8403 -0.7769 4.1738
C -3.5014 -0.9070 4.5051
C -2.6083 -1.4234 3.5809
H -0.5012 -3.3831 3.2817
H 1.4560 -3.9898 4.5796
H 3.6466 -2.9206 4.1640
H 5.0367 -1.3816 2.7592
H 5.1571 0.1238 0.7671
H 3.1018 0.4765 -0.5783
H -4.7377 -2.0724 1.0454
H -6.3317 -1.0815 2.6646
H -5.5283 -0.3446 4.8853
H -3.1429 -0.5889 5.4718
H -1.5603 -1.4952 3.8247
```

Calculated values
HOMO-LUMO gap (alpha / beta) = 4.57 / 4.56 eV
Lowest unoccupied orbital energy (alpha / beta) = -2.886 / -2.901 eV
HOMO level (alpha / beta) = -7.458 / -7.459 eV
Spin multiplicity = 1

***

The following is a quantum chemistry calculation of the molecule C5H12N2O, from the OMol25 dataset.

The geometry in XYZ format:
```
20
Properties=species:S:1:pos:R:3
C 1.3330 -0.5715 1.1929
N 2.0817 0.4236 0.5128
C 1.5667 1.7094 0.0195
C 0.0419 1.9277 -0.1950
N -0.8227 0.8092 -1.0823
C -1.3973 -0.2162 -0.1547
C -1.6408 -1.6724 -0.7257
O -1.5238 -2.5665 0.1304
H 0.4003 -0.8423 0.6748
H 1.9329 -1.4295 1.2634
H 1.0819 -0.1484 2.2208
H 3.0177 0.3391 0.6767
H 2.0535 1.8203 -0.8687
H 1.9317 2.3921 0.7441
H -0.1876 2.9537 -0.8320
H -0.6979 1.9862 0.6452
H -0.2179 0.2944 -1.8301
H -2.4229 0.1019 0.2022
H -0.8761 -0.5646 0.8724
H -2.0593 -2.0619 -1.6469
```

Calculated values
HOMO-LUMO gap = 8.88 eV
Lowest unoccupied orbital energy = 0.786 eV
HOMO level = -8.092 eV
Spin multiplicity = 1
Energy relative to the best compared isomer or geometry (same formula, charge and spin) = 5.4084 eV

***

The following is a quantum chemistry calculation of C29H43CoNO3 as an isolated structure, from the OMol25 dataset.

The geometry in XYZ format:
```
77
Properties=species:S:1:pos:R:3
Co 0.1459 0.1540 -0.2706
C -1.3083 -3.6881 5.3778
C -1.5058 -2.1753 5.5791
C -0.9417 -1.7801 6.9457
C -3.0071 -1.8534 5.5633
C -0.8011 -1.4675 4.4288
C -1.3513 -1.5107 3.1591
C -0.6596 -0.9328 2.1037
N -0.9729 -0.9128 0.7827
C -2.0308 -1.4716 0.0899
C -2.8732 -2.4869 0.4551
C -3.8497 -2.9396 -0.4526
C -3.9732 -2.3231 -1.7185
C -3.1481 -1.3207 -2.1607
C -2.1163 -0.9015 -1.2449
O -1.2443 -0.0148 -1.5561
C -3.2934 -0.6574 -3.5213
C -3.5444 0.8486 -3.3284
C -2.0178 -0.8784 -4.3516
C -4.4748 -1.2411 -4.2965
C -4.7244 -4.1139 -0.0470
C -3.8159 -5.3513 0.0759
C -5.8269 -4.4106 -1.0630
C -5.3806 -3.8263 1.3134
C 0.5856 -0.2038 2.3450
O 1.0885 0.4165 1.3305
C 1.1629 -0.1603 3.6542
C 0.4465 -0.8039 4.6270
C 2.4727 0.5399 4.0362
C 3.4480 -0.5270 4.5535
C 3.1601 1.2951 2.8944
C 2.1780 1.5535 5.1530
H -1.7930 -4.2303 6.1911
H -0.2501 -3.9538 5.3752
H -1.7458 -4.0236 4.4361
H -1.5411 -2.2499 7.7252
H -0.9768 -0.7011 7.1060
H 0.0858 -2.1197 7.0816
H -3.4810 -2.3188 6.4278
H -3.5094 -2.2392 4.6758
H -3.1870 -0.7788 5.6167
H -2.3044 -1.9847 2.9988
H -2.7744 -2.9736 1.4106
H -4.7583 -2.6684 -2.3698
H -2.7039 1.3448 -2.8499
H -4.4421 1.0219 -2.7320
H -3.6960 1.3122 -4.3040
H -1.1467 -0.4033 -3.9072
H -2.1679 -0.4530 -5.3447
H -1.8112 -1.9435 -4.4734
H -5.4228 -1.0953 -3.7755
H -4.3474 -2.3058 -4.5010
H -4.5480 -0.7314 -5.2569
H -3.3329 -5.5828 -0.8743
H -4.4176 -6.2125 0.3697
H -3.0393 -5.2110 0.8284
H -5.4245 -4.7039 -2.0335
H -6.4925 -3.5576 -1.2046
H -6.4296 -5.2414 -0.6970
H -4.6498 -3.7305 2.1173
H -6.0410 -4.6545 1.5717
H -5.9778 -2.9139 1.2840
H 0.8412 -0.7875 5.6311
H 3.6617 -1.2716 3.7846
H 3.0615 -1.0475 5.4307
H 4.3894 -0.0536 4.8352
H 3.4447 0.6408 2.0726
H 4.0690 1.7460 3.2953
H 2.5394 2.0944 2.4935
H 1.7819 1.0828 6.0528
H 1.4627 2.3069 4.8193
H 3.1016 2.0637 5.4291
C 2.4415 -0.8258 -1.3241
O 1.4818 0.2109 -1.3568
H 3.1923 -0.6290 -0.5538
H 2.9325 -0.8524 -2.2973
H 1.9771 -1.7989 -1.1346
```

Calculated values
HOMO-LUMO gap (alpha / beta) = 6.43 / 5.89 eV
Lowest unoccupied orbital energy (alpha / beta) = -4.448 / -5.826 eV
Total charge = +1
HOMO level (alpha / beta) = -10.881 / -11.719 eV
Spin multiplicity = 5

***

The following is a quantum chemistry calculation of the molecule C3H5FO, from the OMol25 dataset.

The geometry in XYZ format:
```
10
Properties=species:S:1:pos:R:3
F -2.1801 -0.0560 -0.0140
C -0.6966 -0.0945 -0.3150
C 0.3647 -1.0235 0.1590
O 1.2976 0.0706 -0.3093
C 0.1976 1.1196 0.1129
H -0.6621 -0.2596 -1.5579
H 0.7200 -1.0604 1.3791
H 0.6734 -1.9437 -0.3899
H 0.2455 2.1566 -0.4844
H 0.0400 1.0909 1.4194
```

Calculated values
HOMO-LUMO gap = 11.45 eV
Lowest unoccupied orbital energy = 1.020 eV
HOMO level = -10.429 eV
Spin multiplicity = 1
Energy relative to the best compared isomer or geometry (same formula, charge and spin) = 3.7332 eV

***

The following is a quantum chemistry calculation of a 8-piece molecular cluster, C20H55BClO10 overall, from the OMol25 dataset.

The geometry in XYZ format:
```
87
Properties=species:S:1:pos:R:3
C 2.6343 1.6468 0.0048
C 3.7451 1.2514 -1.0018
O 4.1644 -0.0886 -0.8951
C 4.7976 -0.3274 0.3647
C 4.3092 -1.6931 0.9209
C 3.9678 -1.7105 2.4403
O 4.0465 -0.4992 3.1582
B 3.5066 -0.9385 4.4719
O 2.4162 -1.9470 4.1337
C 2.4326 -2.0838 2.7555
Cl 1.0967 -0.9240 2.2031
H 2.7821 1.2095 1.0077
H 2.7008 2.7512 0.1321
H 1.6251 1.4348 -0.3590
H 4.5901 1.9763 -0.9814
H 3.3028 1.3582 -2.0147
H 5.8798 -0.4576 0.1308
H 4.7107 0.5071 1.0749
H 5.0074 -2.5172 0.7002
H 3.3787 -1.9483 0.3735
H 4.5233 -2.4537 3.0566
H 4.2613 -1.6189 5.1540
H 3.0039 -0.0720 5.1363
H 2.1589 -3.0660 2.3326
C 4.2886 3.9536 5.6978
C 3.9235 3.0861 6.8893
O 3.6819 1.7483 6.4830
H 3.4884 3.9371 4.9565
H 4.4657 4.9887 6.0036
H 5.1883 3.5752 5.2067
H 3.0129 3.4547 7.3643
H 4.7291 3.0945 7.6348
H 4.4817 1.4119 6.0690
C -4.0736 1.5930 0.4232
C -2.8265 1.2362 -0.3447
O -1.8653 2.2874 -0.2326
H -4.4924 2.5262 0.0441
H -4.8233 0.8105 0.3382
H -3.8485 1.7493 1.4799
H -3.0528 1.1060 -1.4047
H -2.3870 0.3085 0.0289
H -1.6589 2.3935 0.7007
C 6.4889 -4.4673 -3.2435
C 5.4280 -3.9311 -2.2991
O 5.8856 -2.7633 -1.6324
H 7.4041 -4.6993 -2.6961
H 6.1432 -5.3713 -3.7506
H 6.7466 -3.7201 -3.9987
H 5.1885 -4.6712 -1.5352
H 4.5096 -3.6903 -2.8453
H 6.0853 -2.1029 -2.3004
C -5.8896 -1.1519 -3.1122
C -6.8617 -0.8736 -1.9815
O -6.6069 0.3998 -1.3934
H -4.8618 -1.1212 -2.7454
H -6.0732 -2.1262 -3.5574
H -5.9751 -0.3903 -3.8917
H -6.7579 -1.6232 -1.1964
H -7.8956 -0.8953 -2.3453
H -6.7068 1.0640 -2.0793
C -2.7021 -2.9294 2.4774
C -2.6019 -1.4206 2.5894
O -3.6761 -0.8056 1.8634
H -2.6496 -3.2379 1.4316
H -1.8960 -3.4164 3.0290
H -3.6603 -3.2839 2.8705
H -1.6365 -1.0942 2.1857
H -2.6599 -1.1009 3.6350
H -4.4909 -1.1284 2.2560
C -2.7862 6.5658 -1.4927
C -3.4613 5.9511 -0.2804
O -3.9111 4.6336 -0.5652
H -3.4754 6.5943 -2.3388
H -2.4467 7.5823 -1.2804
H -1.9254 5.9667 -1.7989
H -4.3320 6.5403 0.0105
H -2.7699 5.9143 0.5686
H -3.1386 4.1047 -0.8113
C -3.5803 -2.7456 -7.4222
C -3.7468 -3.0218 -5.9397
O -5.0889 -2.7765 -5.5251
H -3.8456 -1.7119 -7.6493
H -2.5513 -2.9229 -7.7409
H -4.2436 -3.3849 -8.0113
H -3.0995 -2.3688 -5.3551
H -3.4880 -4.0602 -5.7082
H -5.6608 -3.3587 -6.0317
```

Calculated values
HOMO-LUMO gap = 6.07 eV
Lowest unoccupied orbital energy = 1.961 eV
Total charge = -1
HOMO level = -4.112 eV
Spin multiplicity = 1

***

The following is a quantum chemistry calculation of C4H11NOS as an isolated structure, from the OMol25 dataset.

The geometry in XYZ format:
```
18
Properties=species:S:1:pos:R:3
C -0.0825 0.7527 1.6223
C 1.3717 0.6697 1.3791
C 0.2566 -1.7428 -1.3678
C -1.9994 -1.1902 -1.5342
N -0.6063 -0.8671 -1.5983
O -0.3368 -1.7901 1.5805
S -1.0832 -0.5361 1.7238
H -0.5772 1.7064 1.7119
H 1.9384 0.9892 2.2579
H 1.6601 1.3025 0.5390
H 1.6250 -0.3665 1.1623
H 1.7848 4.4661 -0.5556
H 0.0238 -2.7767 -1.0925
H 1.2989 -1.4731 -1.4401
H -2.4065 -1.1326 -2.5449
H -2.2025 -2.1831 -1.1168
H -2.5031 -0.4288 -0.9364
H 1.8381 4.6006 0.2095
```

Calculated values
HOMO-LUMO gap = 9.51 eV
Lowest unoccupied orbital energy = 0.221 eV
HOMO level = -9.292 eV
Spin multiplicity = 1
Energy relative to the best compared isomer or geometry (same formula, charge and spin) = 3.6526 eV

***

The following is a quantum chemistry calculation of a 2-piece molecular cluster, C4H10OS2 overall, from the OMol25 dataset.

The geometry in XYZ format:
```
17
Properties=species:S:1:pos:R:3
C 0.6335 1.0511 -0.9247
C 0.0000 0.0000 0.0000
C 0.9618 -1.1800 0.3316
S 2.4075 -0.5579 1.2771
S 3.1957 0.8281 0.0057
C 1.7790 1.9273 -0.3375
H 1.0483 0.6363 -1.8636
H -0.2139 1.7106 -1.1937
H -0.8915 -0.4115 -0.5112
H -0.3326 0.4257 0.9662
H 0.4385 -1.9420 0.9407
H 1.2768 -1.6629 -0.6134
H 1.3545 2.4185 0.5591
H 2.0817 2.7227 -1.0455
O -0.7458 -3.1142 4.0138
H -1.4283 -2.7405 3.4115
H -0.3369 -2.3288 4.4429
```

Calculated values
HOMO-LUMO gap = 8.96 eV
Lowest unoccupied orbital energy = 0.522 eV
HOMO level = -8.437 eV
Spin multiplicity = 1
Energy relative to the best compared isomer or geometry (same formula, charge and spin) = 0.3449 eV

***

The following is a quantum chemistry calculation of C54H41N2O3PSiTi as an isolated structure, from the OMol25 dataset.

The geometry in XYZ format:
```
103
Properties=species:S:1:pos:R:3
Ti -0.8413 -0.1496 0.8653
O -3.6590 4.1339 -0.4432
C -3.9465 3.2836 -1.4428
C -4.6644 3.7839 -2.5270
C -5.0402 2.9554 -3.5651
C -4.7024 1.6059 -3.5475
C -3.9574 1.1108 -2.4987
C -3.5620 1.9294 -1.4403
C -2.7452 1.3546 -0.3626
O -2.0964 0.2453 -0.5358
N -2.6593 2.0150 0.7713
N -1.8870 1.3205 1.6762
C -1.9316 1.6798 2.9226
C -1.3896 0.8756 3.9736
C -1.3107 1.3507 5.2928
C -0.8681 0.5428 6.3100
C -0.5149 -0.7850 6.0371
C -0.6124 -1.2918 4.7629
C -1.0332 -0.4731 3.7046
O -1.1097 -0.9358 2.4819
H -3.2116 3.6263 0.2669
H -4.9311 4.8328 -2.5175
H -5.6046 3.3625 -4.3946
H -5.0043 0.9544 -4.3566
H -3.6672 0.0686 -2.4754
H -2.4718 2.5909 3.1692
H -1.5953 2.3771 5.4955
H -0.7976 0.9263 7.3186
H -0.1598 -1.4187 6.8397
H -0.3355 -2.3142 4.5389
C 1.4626 -5.2732 -3.5751
C 0.3901 -5.5560 -2.7416
C 0.0053 -4.6510 -1.7627
C 0.7047 -3.4590 -1.6112
C 1.7757 -3.1707 -2.4588
C 2.1559 -4.0787 -3.4326
P 0.3083 -2.1960 -0.3539
C -1.2341 -2.8980 0.3744
C -1.2763 -3.6275 1.5623
C -2.4904 -4.0242 2.0935
C -3.6772 -3.6946 1.4508
C -3.6476 -2.9979 0.2527
C -2.4308 -2.6049 -0.2867
C 1.5635 -2.5046 0.9334
C 2.2852 -3.6691 1.0244
C 3.2770 -3.8112 2.0117
C 3.5566 -2.7783 2.8630
C 2.8531 -1.5548 2.7797
C 3.1616 -0.4559 3.6160
C 2.4827 0.7203 3.4751
C 1.4490 0.8426 2.5217
C 1.0730 -0.2069 1.7079
C 1.8176 -1.4171 1.8164
H 1.7528 -5.9809 -4.3410
H -0.1520 -6.4864 -2.8523
H -0.8322 -4.8770 -1.1149
H 2.3115 -2.2330 -2.3428
H 2.9899 -3.8513 -4.0842
H -0.3530 -3.8721 2.0719
H -2.5152 -4.5811 3.0217
H -4.6261 -3.9831 1.8843
H -4.5696 -2.7563 -0.2603
H -2.4031 -2.0791 -1.2327
H 2.1025 -4.4815 0.3315
H 3.8264 -4.7416 2.0802
H 4.3384 -2.8775 3.6078
H 3.9529 -0.5576 4.3497
H 2.7382 1.5735 4.0925
H 0.9601 1.8074 2.4280
C 1.6690 5.8294 0.7229
C 2.5887 5.0828 0.0013
C 2.2859 3.7840 -0.3826
C 1.0608 3.1970 -0.0572
C 0.1539 3.9652 0.6755
C 0.4465 5.2667 1.0592
Si 0.6578 1.4156 -0.6283
C 2.3818 0.6892 -1.1157
C 3.3452 0.3542 -0.1563
C 4.5742 -0.1837 -0.5120
C 4.8919 -0.3832 -1.8477
C 3.9711 -0.0240 -2.8205
C 2.7367 0.4998 -2.4564
C -0.1353 1.6048 -2.3641
C -0.3673 0.4742 -3.1545
C -0.8126 0.5823 -4.4609
C -1.0539 1.8364 -5.0090
C -0.8610 2.9681 -4.2357
C -0.4067 2.8502 -2.9268
H 1.9017 6.8444 1.0206
H 3.5453 5.5159 -0.2654
H 3.0131 3.2116 -0.9479
H -0.8091 3.5522 0.9431
H -0.2841 5.8413 1.6161
H 3.1410 0.5266 0.8924
H 5.2888 -0.4459 0.2596
H 5.8528 -0.7969 -2.1282
H 4.2119 -0.1458 -3.8702
H 2.0428 0.7730 -3.2389
H -0.1600 -0.5115 -2.7503
H -0.9644 -0.3094 -5.0591
H -1.3948 1.9266 -6.0332
H -1.0517 3.9497 -4.6529
H -0.2369 3.7453 -2.3369
```

Calculated values
HOMO-LUMO gap = 6.56 eV
Lowest unoccupied orbital energy = -0.623 eV
HOMO level = -7.180 eV
Spin multiplicity = 1
Energy relative to the best compared isomer or geometry (same formula, charge and spin) = 1.0042 eV